The following is a quantum chemistry calculation of a cluster of 6 separate species, CH15NO5 in total at a distorted geometry, from the Open Molecules 2025 dataset.

Summary:
**2S+1**: 1
**Largest force on an atom**: 4.38 eV Å⁻¹
**E**: -13006.593 eV
**SMILES string**: CN.O.O.O.O.O
**Highest occupied orbital energy**: -9.6 eV
**ΔE to the lowest compared entry with this formula, charge and spin**: 219.7 kJ/mol

Structure (XYZ):
```
22
Properties=species:S:1:pos:R:3:mulliken_charge:R:1
C 1.82 2.57 -2.00 -0.66
N 1.40 1.90 -0.70 -0.57
H 0.81 3.05 -2.46 0.16
H 2.21 1.79 -2.66 0.26
H 2.46 3.39 -1.80 0.37
H 1.69 0.89 -0.61 0.25
H 2.16 2.28 -0.01 0.24
H 0.11 -2.67 6.14 0.33
H -1.10 -1.91 5.71 0.31
O -0.60 -1.99 6.48 -0.64
H 0.47 -0.16 -2.73 0.32
H 1.41 -1.27 -2.74 0.33
O 0.99 -0.60 -3.36 -0.64
H -2.36 -1.63 0.29 0.32
H -2.61 -3.13 0.25 0.32
O -2.05 -2.43 0.62 -0.64
H -3.25 1.54 -0.18 0.29
H -2.10 1.14 0.58 0.31
O -2.76 0.76 -0.04 -0.62
H 0.33 -0.56 0.10 0.28
H 0.28 -1.86 -0.26 0.27
O 0.71 -1.08 -0.62 -0.59
```